C28H49BrNP3Re | the ωB97M-V functional and the def2-TZVPD basis

## Properties
LUMO level (spin up / spin down) = -12.525 / -13.347 eV
charge = +4
calculated total energy = -131315.4138 eV
multiplicity = 4

XYZ file:
```
83
Properties=species:S:1:pos:R:3:forces:R:3:lowdin_charge:R:1
N -6.819 4.998 -6.659 2.53 -1.69 3.16 0.312
C -6.700 5.623 -5.483 -1.16 1.34 -0.61 0.003
C -5.895 5.121 -4.462 0.31 -0.83 -0.50 0.053
C -5.184 3.910 -4.651 -0.93 0.31 -1.55 -0.156
C -5.330 3.266 -5.908 -0.61 1.30 0.52 0.056
C -6.158 3.862 -6.878 -0.40 -0.62 -1.56 0.001
C -4.315 3.405 -3.610 0.63 -0.59 0.56 -0.005
Re -0.081 0.093 -0.476 4.88 2.59 1.70 0.791
P 5.471 -0.872 -1.027 -2.88 0.75 -0.34 1.227
C -3.595 2.254 -3.636 -1.43 0.77 -0.73 0.001
C -2.618 1.973 -2.614 0.55 -0.77 0.14 -0.193
C -1.520 1.177 -2.933 0.38 0.88 -0.34 -0.009
C -0.305 1.306 -2.148 -2.89 0.89 -0.31 -0.306
C -0.537 1.989 -0.885 -0.21 -1.67 -1.34 -0.351
C -1.600 2.823 -0.562 -0.60 0.24 -0.14 -0.038
C -2.705 2.694 -1.387 1.08 0.86 0.21 0.031
Br 1.866 1.481 0.345 0.09 -0.77 -0.20 0.440
H -4.233 4.091 -2.758 0.11 -0.31 -0.37 0.121
H -3.646 1.581 -4.499 0.03 0.23 0.34 0.131
H -5.824 5.682 -3.532 -0.15 -0.04 -0.29 0.145
H -4.808 2.344 -6.143 -0.26 0.22 -0.23 0.128
H -7.265 6.550 -5.356 0.14 -0.17 0.01 0.167
H -6.290 3.386 -7.859 0.05 0.19 0.30 0.167
H -1.515 0.580 -3.852 0.05 0.61 0.06 0.121
H -3.644 3.198 -1.133 0.46 -0.24 0.05 0.140
H 0.664 1.292 -2.661 0.02 -0.27 0.31 0.141
H -1.577 3.446 0.323 -0.33 -0.18 0.03 0.121
P -0.861 -1.929 -1.151 -1.76 -3.15 -1.72 0.817
C 5.087 0.904 -0.818 1.00 0.23 0.64 -0.425
C 6.187 1.840 -1.321 0.11 0.27 -0.10 -0.120
H 4.929 1.050 0.260 0.08 -0.03 -0.18 0.072
H 4.129 1.093 -1.321 0.15 -0.34 -0.07 0.038
H 5.953 2.869 -1.023 0.10 -0.22 -0.11 0.093
H 7.155 1.570 -0.885 -0.19 0.16 -0.10 0.089
H 6.277 1.818 -2.413 0.02 -0.02 0.21 0.085
C 4.749 -1.288 -2.663 0.97 -0.08 -0.45 -0.368
C 5.545 -2.397 -3.363 -0.01 -0.27 -0.26 -0.129
H 4.770 -0.365 -3.260 0.06 -0.19 0.17 0.095
H 3.701 -1.581 -2.512 0.19 0.09 0.24 0.069
H 5.209 -2.507 -4.401 0.11 0.00 0.26 0.091
H 6.617 -2.160 -3.377 -0.28 -0.08 -0.09 0.086
H 5.414 -3.364 -2.863 0.07 0.20 -0.10 0.084
C 4.396 -1.717 0.202 0.80 -0.68 -0.03 -0.381
C 5.186 -2.026 1.477 -0.04 -0.09 0.34 -0.131
H 4.063 -2.647 -0.281 0.10 0.14 0.11 0.089
H 3.515 -1.085 0.393 0.31 0.10 -0.21 0.040
H 4.626 -2.726 2.105 0.15 0.13 -0.05 0.088
H 6.149 -2.488 1.229 -0.23 0.01 0.17 0.085
H 5.382 -1.124 2.067 -0.01 -0.15 -0.13 0.085
C -0.693 -3.283 0.098 0.49 0.41 0.59 -0.346
C -1.838 -4.286 0.144 -0.34 -0.25 0.04 -0.101
H -0.542 -2.810 1.079 -0.09 -0.32 -0.25 0.040
H 0.253 -3.791 -0.136 -0.20 0.14 0.03 0.092
H -2.758 -3.844 0.540 0.20 -0.11 -0.08 0.073
H -2.050 -4.712 -0.842 0.04 0.03 0.19 0.089
H -1.563 -5.115 0.807 -0.02 0.19 -0.15 0.105
C 0.409 -2.422 -2.403 0.01 0.01 -0.14 -0.365
C 0.022 -2.175 -3.859 0.16 0.01 -0.29 -0.116
H 0.626 -3.484 -2.221 -0.03 0.25 -0.09 0.101
H 1.326 -1.859 -2.158 0.01 -0.23 -0.06 0.051
H -0.886 -2.715 -4.154 0.25 0.11 0.12 0.087
H -0.125 -1.107 -4.063 0.02 -0.20 -0.02 0.055
H 0.833 -2.523 -4.512 -0.23 0.11 0.13 0.099
C -2.483 -2.086 -1.998 0.20 -0.02 -0.31 -0.360
C -3.687 -1.711 -1.145 -0.48 0.10 0.14 -0.115
H -2.561 -3.109 -2.396 0.04 0.27 0.14 0.107
H -2.429 -1.417 -2.869 0.12 -0.21 0.24 0.066
H -4.500 -1.371 -1.800 0.16 -0.16 0.22 0.095
H -4.070 -2.560 -0.566 0.14 0.31 -0.14 0.083
H -3.463 -0.886 -0.456 -0.08 -0.17 -0.18 0.033
C -2.740 0.323 1.775 0.10 -0.12 -0.40 -0.195
P -0.911 0.368 1.588 -2.42 1.16 3.61 0.644
C -0.569 1.885 2.565 0.29 0.05 -0.47 -0.236
C -0.370 -0.885 2.810 0.34 -0.25 -0.55 -0.197
H -3.217 0.941 1.004 0.04 -0.17 0.25 0.044
H -2.975 0.737 2.766 0.03 -0.24 -0.30 0.080
H -3.098 -0.710 1.698 -0.04 0.26 0.06 0.054
H -1.131 1.782 3.503 0.19 0.08 -0.26 0.077
H 0.504 1.961 2.765 -0.27 0.07 0.07 0.031
H -0.903 2.778 2.029 0.14 -0.16 0.32 0.040
H -0.494 -0.435 3.803 0.04 -0.11 -0.25 0.084
H -0.987 -1.783 2.728 0.12 0.12 0.12 0.051
H 0.685 -1.136 2.654 -0.11 -0.06 0.24 0.059
```
Positions in Å, forces in eV/Å.

C28H49INO11S | the ωB97M-V functional and the def2-TZVPD basis

## Properties
LUMO level = -4.349 eV
ΔE to the lowest compared entry with this formula, charge and spin = 0.0 kcal/mol
charge = +1
calculated total energy = -72774.9120 eV

XYZ file:
```
91
Properties=species:S:1:pos:R:3:forces:R:3:lowdin_charge:R:1
C -4.079 -3.962 -1.773 -0.17 0.33 0.00 -0.049
C -3.718 -2.495 -1.558 0.03 -0.16 -0.28 -0.416
C -3.921 -1.695 -2.837 0.22 0.01 -0.02 -0.054
C -4.557 -1.897 -0.425 0.02 0.13 0.17 -0.107
C -3.882 -0.760 0.284 -0.06 -0.21 -0.11 -0.103
C -4.429 0.493 0.196 -0.04 0.27 0.05 0.043
N -3.850 1.556 0.786 0.06 0.11 0.00 0.168
C -2.704 1.501 1.483 -0.19 -0.19 -0.09 -0.185
C -2.106 2.759 2.000 0.11 0.11 -0.07 -0.106
C -0.989 3.263 1.049 -0.18 -0.03 0.02 -0.274
C -0.950 4.787 0.935 0.24 -0.12 -0.07 -0.644
I -0.747 5.444 -1.087 0.00 0.01 0.00 0.788
C -2.118 0.258 1.595 0.07 0.04 0.01 0.099
C -2.690 -0.859 1.010 0.16 0.05 0.05 0.011
C -1.885 -2.117 1.202 0.27 -0.14 0.01 -0.457
O -0.687 -2.058 1.296 -0.11 -0.04 0.10 0.149
O -2.616 -3.215 1.305 -0.09 0.00 0.06 0.026
C -1.867 -4.402 1.708 -0.04 0.00 -0.05 -0.105
C -1.014 -4.969 0.589 0.13 -0.15 0.00 -0.237
C -1.650 -6.133 -0.142 -0.06 -0.09 -0.20 -0.570
S -0.657 -6.688 -1.552 0.05 -0.13 0.00 0.748
H -4.061 -4.508 -0.834 0.02 -0.07 0.04 0.062
H -5.085 -4.035 -2.184 -0.13 -0.06 -0.01 0.094
H -3.405 -4.431 -2.483 0.14 -0.12 -0.08 0.086
H -2.657 -2.432 -1.303 0.09 -0.03 0.16 0.113
H -3.606 -0.658 -2.722 -0.02 0.12 0.03 0.083
H -4.967 -1.712 -3.137 -0.12 0.00 -0.05 0.088
H -3.332 -2.112 -3.650 0.06 -0.03 -0.12 0.080
H -4.828 -2.660 0.299 0.03 -0.07 0.10 0.128
H -5.479 -1.504 -0.850 -0.22 -0.11 -0.02 0.124
H -5.340 0.686 -0.345 -0.11 0.06 -0.05 0.154
H -4.295 2.459 0.689 -0.06 0.06 -0.05 0.186
H -2.878 3.519 2.096 -0.13 0.06 0.05 0.119
H -1.709 2.566 2.992 0.01 0.08 0.16 0.135
H -0.033 2.894 1.409 0.15 -0.05 -0.05 0.119
H -1.143 2.819 0.070 -0.01 -0.03 -0.14 0.072
H -0.095 5.201 1.455 0.00 0.12 0.18 0.018
H -1.857 5.248 1.302 -0.09 0.13 0.05 0.034
H -1.186 0.165 2.127 0.11 -0.08 0.04 0.150
H -2.635 -5.102 2.018 -0.13 -0.03 0.05 0.136
H -1.266 -4.128 2.567 0.08 0.07 0.10 0.131
H -0.070 -5.306 1.011 0.16 0.05 0.01 0.125
H -0.765 -4.184 -0.121 0.03 0.16 -0.02 0.087
H -1.709 -7.005 0.504 -0.10 -0.07 0.13 0.076
H -2.655 -5.896 -0.482 -0.01 -0.01 0.05 0.039
H -0.332 -5.467 -1.985 0.01 0.13 -0.11 -0.177
C 0.413 -1.735 -2.145 -0.08 0.08 -0.16 -0.048
C -0.113 -2.611 -3.265 0.02 -0.07 0.26 -0.211
O -0.339 -1.882 -4.481 -0.03 0.04 -0.03 0.036
C 0.769 -1.598 -5.174 -0.16 -0.01 0.14 -0.606
O 1.883 -1.912 -4.850 0.23 -0.02 -0.11 0.123
O 0.424 -0.918 -6.259 -0.01 0.01 -0.02 0.014
C 1.523 -0.526 -7.093 0.01 0.03 -0.07 -0.024
H -0.254 -0.883 -1.990 -0.04 -0.04 0.04 0.081
H 0.472 -2.306 -1.217 0.03 0.02 0.01 0.068
H 1.408 -1.352 -2.363 0.00 -0.06 0.04 0.060
H -1.092 -3.011 -3.011 -0.11 -0.04 -0.04 0.095
H 0.554 -3.451 -3.463 0.07 0.06 -0.05 0.121
H 2.127 -1.389 -7.362 0.01 -0.02 0.02 0.098
H 2.140 0.210 -6.581 0.02 -0.02 0.02 0.099
H 1.074 -0.089 -7.979 -0.02 0.01 0.01 0.096
C 4.293 -1.182 2.310 -0.01 -0.11 -0.08 -0.064
C 4.948 -0.286 1.281 -0.01 0.17 0.14 -0.211
O 5.470 -1.033 0.172 0.03 0.02 -0.05 0.043
C 4.574 -1.429 -0.728 0.06 -0.28 0.13 -0.608
O 3.390 -1.198 -0.699 -0.05 0.11 -0.04 0.107
O 5.202 -2.155 -1.646 0.00 0.08 -0.01 0.017
C 4.347 -2.693 -2.662 -0.07 0.00 -0.15 -0.027
H 4.990 -1.952 2.641 0.01 0.03 0.03 0.084
H 3.993 -0.591 3.177 0.01 0.02 0.01 0.078
H 3.409 -1.667 1.899 -0.02 0.03 -0.01 0.070
H 5.819 0.213 1.700 0.03 -0.01 -0.02 0.124
H 4.259 0.472 0.911 -0.04 -0.04 -0.03 0.119
H 3.765 -1.909 -3.137 -0.03 -0.01 0.00 0.075
H 3.679 -3.438 -2.231 -0.04 0.02 0.01 0.099
H 5.000 -3.160 -3.392 0.07 0.00 0.05 0.099
C 2.781 6.301 6.494 0.09 -0.02 -0.11 -0.062
C 1.952 7.381 5.837 -0.14 0.01 0.20 -0.204
O 2.546 7.845 4.611 -0.02 0.04 -0.06 0.047
C 2.376 7.066 3.553 0.30 -0.07 0.05 -0.612
O 1.750 6.033 3.516 -0.18 -0.01 -0.03 0.098
O 3.043 7.598 2.530 -0.05 -0.02 0.04 0.017
C 3.030 6.794 1.351 -0.02 -0.02 -0.17 -0.032
H 3.801 6.649 6.652 -0.01 0.01 0.04 0.085
H 2.350 6.041 7.460 -0.01 0.01 0.02 0.082
H 2.813 5.403 5.879 -0.03 0.00 0.00 0.074
H 1.906 8.270 6.462 0.02 0.03 -0.03 0.125
H 0.935 7.046 5.637 0.01 -0.04 -0.04 0.120
H 2.010 6.516 1.100 -0.04 -0.04 -0.09 0.067
H 3.627 5.895 1.497 -0.02 -0.02 0.03 0.102
H 3.458 7.396 0.556 0.02 0.08 0.07 0.099
```
Positions in Å, forces in eV/Å.